No. 1
{
  "formula": "C9H10InN2O",
  "method": "the ωB97M-V functional and the def2-TZVPD basis",
  "symbols": ["In", "O", "N", "N", "C", "C", "C", "C", "C", "C", "C", "C", "C", "H", "H", "H", "H", "H", "H", "H", "H", "H", "H"],
  "xyz": [[0.794239, -0.191947, 0.249433], [4.571285, -1.563978, 1.694427], [0.117786, -1.281505, -1.531848], [2.471022, -0.827214, 0.929252], [-0.209915, -0.120134, -2.168929], [3.516460, -1.197598, 1.311131], [-0.035808, 1.017793, 2.234551], [-0.957189, 1.485350, 1.222526], [-1.360649, -0.791711, 1.551152], [-1.763472, 0.369626, 0.797688], [-0.303244, -0.394063, 2.452993], [-1.203159, -0.077355, -3.125528], [0.522061, 1.071616, -1.689746], [0.222822, -1.043595, 3.168364], [-1.377633, 0.874877, -3.580560], [-1.787382, -1.803416, 1.463259], [0.030946, 2.051200, -1.690072], [-1.719453, -0.992531, -3.353181], [1.621404, 1.077228, -1.822525], [-2.521771, 0.388937, -0.001913], [-0.350085, -2.186125, -1.687826], [0.712542, 1.627545, 2.766829], [-0.990808, 2.507000, 0.810524]],
  "forces_ev_per_a": [[-2.660, 1.109, -2.819], [0.607, -0.242, 0.254], [1.204, -0.599, 1.620], [2.041, -0.807, 0.910], [-1.806, -0.715, -2.014], [0.580, -0.145, 0.154], [-0.834, -0.175, -0.151], [-0.535, -0.850, 0.632], [0.119, 0.899, 0.207], [0.226, 0.393, 0.914], [-0.358, 0.376, -0.421], [1.313, 0.395, 1.195], [1.064, -0.528, 1.820], [-0.331, 0.408, -0.478], [-0.414, 0.129, -0.562], [0.339, 0.689, 0.024], [0.246, -0.452, -0.185], [-0.413, 0.027, -0.280], [-0.625, 0.171, -0.765], [0.631, -0.033, 0.501], [0.061, 1.189, -0.433], [-0.511, -0.456, -0.362], [0.055, -0.785, 0.241]],
  "mulliken_charge": [0.922, -0.636, -0.518, -0.394, 0.796, 0.729, -0.627, -0.446, -0.447, -0.556, -0.548, -1.243, -1.150, 0.418, 0.294, 0.362, 0.318, 0.260, 0.231, 0.358, 0.077, 0.387, 0.412],
  "charge": -1,
  "total_energy_ha": -723.80861,
  "gap_ha": 0.22981,
  "homo_energy_ev": -3.3
}



No. 2
{
  "formula": "C9H10N2",
  "method": "the ωB97M-V functional and the def2-TZVPD basis",
  "symbols": ["N", "N", "C", "C", "C", "C", "C", "C", "C", "C", "C", "H", "H", "H", "H", "H", "H", "H", "H", "H", "H"],
  "xyz": [[-3.275197, 1.115628, 0.808982], [-3.685970, 0.420553, -0.106536], [1.859379, 0.157689, 2.116431], [-0.403395, 0.453373, 1.118253], [1.449030, -0.350428, -0.260214], [0.111383, 0.064565, -0.080304], [-1.422909, 0.049767, -2.189700], [0.476859, 0.487262, 2.223862], [-0.751853, 0.053507, -1.193126], [1.979832, -0.770929, -1.620236], [2.268599, -0.288285, 0.859805], [2.102378, 0.125067, -2.212937], [2.605483, 0.151437, 2.820481], [-1.473428, 0.314625, 1.274132], [-2.043405, 0.137642, -3.049552], [-4.304088, -0.462449, -0.049698], [-3.168054, 0.584384, -1.034939], [0.129455, 0.858810, 3.253548], [3.366278, -0.385172, 0.869668], [2.965651, -1.236600, -1.521544], [1.213973, -1.480448, -2.026376]],
  "forces_ev_per_a": [[-1.291, -0.605, 0.138], [1.489, 0.231, -1.027], [-3.873, -0.053, -3.151], [0.782, -1.331, 2.699], [0.565, 0.447, 0.342], [1.094, -0.704, -1.034], [-0.114, 0.164, -0.135], [0.595, 0.853, 2.156], [-0.447, -0.181, -1.120], [-0.817, -0.516, 0.950], [1.197, 0.673, 0.527], [-0.218, 0.033, -0.568], [1.042, 0.386, 2.152], [0.425, 1.139, 0.095], [0.100, -0.124, -0.077], [0.584, 1.236, 0.183], [-1.412, -0.753, 0.767], [0.180, -0.791, -1.726], [-0.528, -0.662, -0.930], [-0.319, -0.093, -0.016], [0.966, 0.651, -0.225]],
  "mulliken_charge": [-0.518, 0.023, -0.839, -0.799, 0.509, 1.346, -0.165, -0.392, -0.462, -1.399, -0.459, 0.314, 0.490, 0.212, 0.497, 0.229, 0.197, 0.278, 0.246, 0.384, 0.309],
  "total_energy_ha": -458.26573,
  "gap_ha": 0.32141,
  "relative_energy_kcal_mol": 128.44,
  "homo_energy_ev": -8.0
}



No. 3
{
  "formula": "C9H10N2O2",
  "method": "the ωB97M-V functional and the def2-TZVPD basis",
  "symbols": ["O", "O", "N", "N", "C", "C", "C", "C", "C", "C", "C", "C", "C", "H", "H", "H", "H", "H", "H", "H", "H", "H", "H"],
  "xyz": [[2.472742, -0.912621, -2.650349], [1.530295, -2.494754, -1.582763], [-1.233536, -0.009129, -2.803741], [1.661197, -1.347886, -1.889207], [1.030740, 0.179429, 2.789489], [2.147444, -0.524434, 0.744281], [-1.413625, -0.015002, -0.180739], [2.165921, -0.372968, 2.147422], [0.893845, -0.344934, 0.116244], [0.644336, -0.488984, -1.301042], [-0.873798, -0.619822, -1.553712], [-0.256091, -0.011413, 0.814199], [-0.220950, 0.211004, 2.185236], [3.012816, -0.855794, 0.129666], [-1.676272, 1.080526, -0.145113], [3.131598, -0.361367, 2.716010], [-2.314555, -0.595116, -0.008412], [-1.177034, -1.663497, -1.624788], [-1.875188, 0.775508, -2.677971], [1.169688, 0.256725, 3.894215], [1.004997, 1.105492, -2.113191], [-0.541403, 0.363703, -3.425089], [-1.059772, 0.606330, 2.650834]],
  "forces_ev_per_a": [[1.167, 0.805, -0.707], [0.316, -1.911, 0.290], [-2.076, 1.397, -0.415], [-1.801, 0.444, -0.750], [0.810, -1.881, 1.602], [0.248, -0.347, 1.094], [-0.115, 1.212, -0.526], [0.896, 1.582, -1.185], [1.139, 0.033, -2.114], [-0.757, -2.331, 3.922], [2.247, 1.009, 0.561], [-1.200, -1.004, 0.097], [1.458, 0.450, -1.865], [-0.568, 0.365, 0.798], [-0.246, -0.943, -1.033], [-1.046, -0.450, -0.652], [-0.015, 0.079, 0.939], [0.189, -0.258, 0.425], [0.031, -0.448, 0.039], [-0.525, 0.465, -0.991], [0.421, 1.724, -0.836], [0.890, -0.285, 0.187], [-1.462, 0.293, 1.120]],
  "mulliken_charge": [-0.584, -0.518, -0.608, 0.947, -0.448, -0.532, -0.925, -0.535, 0.794, -0.527, 0.168, 0.284, -0.735, 0.381, 0.336, 0.313, 0.351, 0.333, 0.229, 0.317, 0.161, 0.316, 0.480],
  "total_energy_ha": -608.62302,
  "gap_ha": [0.25807, 0.25522],
  "relative_energy_kcal_mol": 98.02,
  "spin_multiplicity": 3,
  "homo_energy_ev": [-6.6, -9.6]
}



No. 4
{
  "formula": "C9H10N2S2",
  "method": "the ωB97M-V functional and the def2-TZVPD basis",
  "symbols": ["S", "S", "N", "N", "C", "C", "C", "C", "C", "C", "C", "C", "C", "H", "H", "H", "H", "H", "H", "H", "H", "H", "H"],
  "xyz": [[0.669487, -1.926845, -0.189142], [-2.246082, -1.357857, 0.062664], [-0.226156, 0.471931, 0.154938], [-2.501057, 2.320540, -0.200948], [3.330951, 1.674558, 0.158880], [3.227488, -0.746671, -0.106135], [-0.630226, -0.755673, 0.082970], [-3.406938, 1.178217, -0.405479], [1.929394, 1.793043, 0.090189], [1.844425, -0.608281, -0.125255], [1.126123, 0.602810, 0.049200], [-3.205123, 0.036827, 0.607047], [3.979356, 0.387245, 0.071638], [3.958286, 2.587198, 0.302118], [-4.410143, 1.557980, -0.280366], [-1.576330, 2.086998, -0.526661], [-2.841785, 3.123281, -0.724601], [-2.699887, 0.476212, 1.495345], [-4.181838, -0.414638, 0.879691], [1.527305, 2.796919, 0.286767], [-3.364025, 0.785337, -1.385587], [5.060714, 0.376404, 0.041174], [3.671007, -1.740210, -0.280506]],
  "forces_ev_per_a": [[0.118, 0.509, 0.210], [-0.011, -0.647, -0.119], [-1.074, 0.098, 0.073], [-0.528, -0.110, -0.019], [-0.149, -0.737, -0.118], [0.088, -0.491, -0.366], [1.426, 0.241, -0.560], [0.161, 0.610, 0.954], [0.525, -0.298, 1.085], [-1.372, -0.346, 0.299], [2.410, 0.177, -0.277], [-0.081, 1.074, 0.657], [-0.514, 1.830, -0.351], [-0.682, -0.909, -0.226], [-0.401, 0.114, 0.156], [0.202, -0.003, 0.098], [0.076, -0.215, 0.082], [-0.547, -0.389, -0.347], [0.617, 0.291, -0.017], [-0.225, -0.636, -0.357], [0.100, -0.597, -1.293], [-0.012, -0.205, 0.173], [-0.129, 0.640, 0.266]],
  "mulliken_charge": [-0.238, -0.113, -0.280, -0.591, -0.489, -0.564, 0.313, -0.426, -0.327, 0.902, -0.340, -0.728, -0.386, 0.312, 0.452, 0.207, 0.220, 0.401, 0.342, 0.367, 0.292, 0.357, 0.318],
  "total_energy_ha": -1254.83791,
  "gap_ha": 0.32463,
  "relative_energy_kcal_mol": 3.30,
  "homo_energy_ev": -8.3,
  "smiles": "NCCSc1nc2ccccc2s1"
}



No. 5
{
  "formula": "C9H10N3O2",
  "method": "the ωB97M-V functional and the def2-TZVPD basis",
  "symbols": ["O", "O", "N", "N", "N", "C", "C", "C", "C", "C", "C", "C", "C", "C", "H", "H", "H", "H", "H", "H", "H", "H", "H", "H"],
  "xyz": [[4.951465, -0.330397, 1.790558], [0.899705, -0.586211, 3.175429], [3.913426, 0.071182, 1.449030], [1.290909, 1.329080, -0.570446], [-0.020532, -0.036039, 2.507766], [-0.319056, -2.153248, -2.391060], [0.100732, -1.131752, -1.394690], [3.021871, 0.594116, 0.884293], [-2.359784, 1.108684, 0.641682], [-0.102483, 1.428499, -0.785912], [-0.709034, -0.035119, -1.124753], [1.609160, 0.725714, 0.551878], [0.056526, 0.366895, 1.259747], [-0.905461, 0.832951, 0.277359], [1.009789, -1.086717, -0.755336], [-2.412931, 1.735280, 1.649304], [0.519397, -2.141317, -3.037884], [-0.615637, 2.245193, -1.400316], [-0.487736, -3.002157, -1.832942], [-0.980945, 0.066105, 2.948377], [-2.820094, 0.222281, 0.687246], [-2.687974, 1.592754, -0.193886], [-1.368200, -2.033211, -2.739450], [-1.583112, 0.217436, -1.595995]],
  "forces_ev_per_a": [[0.746, -0.502, 0.849], [0.682, -0.058, -0.074], [-0.812, 0.837, -1.439], [0.026, 0.126, 1.264], [-3.554, -0.176, 1.671], [-0.876, 2.150, 1.008], [-0.896, 0.959, 1.238], [-1.837, -0.837, 0.862], [3.728, 2.647, 2.866], [-0.044, 0.068, -1.064], [1.680, 1.614, 0.481], [-2.850, 1.094, -1.024], [4.562, 1.864, -3.317], [1.239, -1.166, 3.387], [-0.363, -1.010, -1.205], [-0.165, -1.209, -2.354], [0.243, -0.970, -1.470], [1.395, -1.155, 0.781], [0.653, -2.737, 0.965], [1.330, -0.388, -0.150], [-2.121, -3.261, 0.679], [-1.613, 1.894, -1.776], [1.070, 0.784, -0.632], [-2.226, -0.568, -1.549]],
  "mulliken_charge": [-0.554, -0.321, 0.577, -0.480, 0.216, -1.215, -0.294, -0.261, -1.770, 0.066, -0.328, 0.212, 0.149, 0.988, 0.403, 0.384, 0.361, 0.389, 0.365, 0.280, 0.504, 0.462, 0.347, 0.524],
  "charge": 1,
  "total_energy_ha": -663.03236,
  "gap_ha": [0.23061, 0.21950],
  "relative_energy_kcal_mol": 84.13,
  "spin_multiplicity": 3,
  "homo_energy_ev": [-11.5, -13.2]
}



No. 6
{
  "formula": "C9H10N4O",
  "method": "the ωB97M-V functional and the def2-TZVPD basis",
  "symbols": ["O", "N", "N", "N", "N", "C", "C", "C", "C", "C", "C", "C", "C", "C", "H", "H", "H", "H", "H", "H", "H", "H", "H", "H"],
  "xyz": [[-0.963821, -1.755183, -0.135706], [1.269875, 1.704277, 0.239825], [3.093199, 0.093734, -0.008563], [1.123865, -0.697896, -0.011631], [1.803927, -1.876485, 0.068351], [2.944844, -1.231867, 0.054872], [-0.310373, -0.568679, -0.120594], [-0.000933, 1.775207, -0.098444], [-2.360885, 0.612506, -0.015423], [-0.799087, 0.650749, -0.191423], [-2.377076, -1.883276, -0.213842], [-0.524930, 3.225841, -0.083031], [1.761473, 0.464341, -0.040534], [-2.912073, -0.581881, 0.413760], [-0.288070, 4.163977, 1.235317], [3.834321, -1.982530, 0.263397], [-3.087734, -1.008887, 1.561289], [0.330868, 3.710450, -1.146751], [-2.758485, 1.045593, -0.977829], [-2.587277, 1.318432, 0.722126], [-1.899930, 2.954912, -0.341333], [-2.692576, -2.738433, 0.655374], [-3.915798, -0.443740, 0.066577], [-2.786574, -2.321365, -1.200430]],
  "forces_ev_per_a": [[1.396, -0.165, -0.411], [-0.036, -1.281, -2.691], [-1.617, 0.109, 0.127], [-8.830, -0.493, -0.782], [-0.302, 3.083, -0.438], [6.302, -3.881, 1.092], [2.962, -3.433, 0.026], [1.232, 3.156, 2.980], [4.018, 4.755, -2.738], [-4.112, -0.054, 0.212], [-1.219, -1.867, 2.414], [-1.065, 0.745, -1.275], [4.547, -0.233, 1.997], [-3.868, -6.364, 2.152], [-0.691, -3.047, -3.930], [-1.377, 2.087, -0.838], [1.073, 2.511, -2.452], [-3.361, -0.929, 3.432], [-0.182, -0.847, 0.838], [-0.326, 1.533, 1.061], [4.435, 2.058, 0.591], [1.131, 1.900, -2.756], [-1.182, -0.629, 0.189], [1.072, 1.286, 1.197]],
  "mulliken_charge": [-0.422, -0.530, -0.720, 0.667, -1.073, -0.020, 0.616, 0.350, -0.977, 0.676, -0.437, -0.787, 0.401, -1.007, 0.280, 0.324, 0.306, 0.271, 0.503, 0.502, 0.213, 0.252, 0.307, 0.304],
  "total_energy_ha": -642.90544,
  "gap_ha": 0.32290,
  "relative_energy_kcal_mol": 198.39,
  "homo_energy_ev": -9.0
}